C20H24N4O3 | ωB97M-V/def2-TZVPD

```
51
Properties=species:S:1:pos:R:3:mulliken_charge:R:1
C 2.902 1.695 -1.053 -1.19
N 2.195 0.658 -0.348 -0.19
C 2.567 0.067 0.818 0.48
C 1.602 -0.894 1.137 0.37
C 0.623 -0.864 0.135 -0.99
C 1.007 0.102 -0.775 0.98
C 0.299 0.490 -2.009 0.35
O 0.745 1.242 -2.867 -0.77
N -0.911 -0.097 -2.147 -0.05
H -1.328 -0.608 -1.386 0.24
C -1.816 0.230 -3.219 -1.19
H -1.310 0.940 -3.876 0.48
H -2.047 -0.679 -3.786 0.27
C -3.102 0.842 -2.649 -0.52
N -3.671 -0.068 -1.666 0.19
C -4.344 0.566 -0.544 -0.89
H -3.727 1.381 -0.163 0.44
C -5.740 1.081 -0.915 -0.44
O -6.542 0.037 -1.423 -0.40
C -5.942 -0.562 -2.552 -0.49
H -6.603 -1.377 -2.851 0.36
C -4.540 -1.093 -2.226 -0.79
H -4.081 -1.508 -3.124 0.31
H -4.629 -1.887 -1.479 0.38
H -5.889 0.171 -3.374 0.29
H -6.261 1.463 -0.036 0.36
H -5.656 1.887 -1.663 0.31
H -4.448 -0.191 0.241 0.34
H -2.843 1.776 -2.145 0.51
H -3.784 1.078 -3.477 0.25
H -0.234 -1.506 0.110 0.54
C 1.666 -1.740 2.300 0.33
O 0.832 -2.580 2.595 -0.76
N 2.789 -1.528 3.091 -0.10
C 3.759 -0.581 2.826 -0.08
C 4.843 -0.437 3.700 -0.28
C 5.827 0.502 3.479 -0.86
C 5.759 1.333 2.372 -0.95
C 4.706 1.211 1.493 -0.73
C 3.694 0.264 1.685 1.45
H 4.673 1.869 0.644 0.35
H 6.525 2.073 2.197 0.40
H 6.649 0.586 4.174 0.39
H 4.924 -1.064 4.571 0.42
C 2.903 -2.373 4.262 -1.40
H 2.035 -3.033 4.253 0.37
H 2.889 -1.779 5.177 0.40
H 3.811 -2.976 4.222 0.40
H 2.950 2.605 -0.450 0.36
H 3.910 1.363 -1.305 0.39
H 2.365 1.910 -1.975 0.36
```

Results
Gap between HOMO and LUMO: 8.4 eV
LUMO energy: 0.53 eV
HOMO level: -7.9 eV
Structure (SMILES): Cn1c(C(=O)NCCN2CCOCC2)cc2c(=O)n(C)c3ccccc3c21

C34H26As2O7RuS3 | ωB97M-V/def2-TZVPD

```
73
Properties=species:S:1:pos:R:3:mulliken_charge:R:1
Ru -1.381 0.633 -0.016 0.63
S -3.306 0.103 -0.969 -0.55
C -3.097 -1.186 -2.192 0.99
C -4.196 -1.970 -2.524 -0.70
C -4.057 -2.992 -3.453 -0.60
C -2.830 -3.242 -4.051 -0.70
C -1.733 -2.453 -3.730 -0.29
C -1.871 -1.420 -2.816 -0.54
As -0.463 -0.243 -2.217 1.21
C 1.186 -1.152 -2.654 0.02
C 1.759 -1.968 -1.683 -0.36
C 2.908 -2.689 -1.970 -0.63
C 3.491 -2.591 -3.225 -0.44
C 2.926 -1.771 -4.192 -0.66
C 1.775 -1.051 -3.911 -0.25
C -0.533 1.195 -3.516 0.28
C -1.563 1.307 -4.442 -0.41
C -1.616 2.407 -5.288 -0.66
C -0.644 3.393 -5.211 -0.52
C 0.385 3.284 -4.285 -0.78
C 0.442 2.189 -3.438 -0.28
H -5.149 -1.793 -2.043 0.47
H -4.913 -3.607 -3.698 0.37
H -2.725 -4.050 -4.762 0.40
H -0.772 -2.642 -4.194 0.46
H 1.308 -2.038 -0.699 0.32
H 3.350 -3.322 -1.211 0.43
H 4.391 -3.149 -3.449 0.38
H 3.384 -1.689 -5.170 0.40
H 1.340 -0.407 -4.667 0.42
H -2.328 0.542 -4.505 0.34
H -2.421 2.492 -6.007 0.40
H -0.693 4.253 -5.866 0.38
H 1.137 4.058 -4.207 0.41
H 1.242 2.120 -2.708 0.59
O -0.846 4.481 -0.827 -0.61
As 0.315 3.594 0.110 1.01
O 1.806 4.116 -0.210 -0.76
O 0.135 1.909 -0.217 0.00
C -0.049 3.832 2.021 -0.02
C 1.102 4.226 2.700 -0.68
C 1.118 4.336 4.083 -0.59
C -0.018 4.053 4.820 -0.64
C -1.179 3.673 4.169 -0.80
C -1.191 3.569 2.784 0.64
S -2.743 3.049 2.112 1.24
O -2.770 1.471 2.606 -0.46
O -3.819 3.649 2.813 -0.71
O -2.667 3.055 0.687 -0.53
H -1.707 4.043 -0.816 0.40
H 1.987 4.439 2.114 0.58
H 2.029 4.636 4.584 0.40
H -0.009 4.131 5.899 0.42
H -2.081 3.468 4.730 0.45
C 3.626 -4.423 6.658 -1.05
C 2.676 -3.648 5.781 0.72
O 2.010 -2.732 6.170 -0.52
S 2.658 -4.247 4.094 -0.22
C 1.524 -3.099 3.362 0.05
C 0.155 -3.240 3.560 -0.46
C -0.723 -2.324 3.010 -0.56
C -0.236 -1.263 2.248 0.40
C 1.135 -1.140 2.024 -0.45
C 2.011 -2.050 2.590 -0.63
C -1.119 -0.257 1.691 -0.39
C -2.016 0.695 1.808 0.28
H 3.105 -4.703 7.572 0.30
H 4.452 -3.762 6.923 0.28
H 4.020 -5.311 6.167 0.37
H -0.217 -4.068 4.148 0.44
H -1.789 -2.431 3.162 0.51
H 1.503 -0.329 1.407 0.56
H 3.077 -1.952 2.431 0.51
```

Results
Gap between HOMO and LUMO: 7.0 eV
LUMO energy: -0.96 eV
HOMO level: -8.0 eV

C4H6AgBrO3 | ωB97M-V/def2-TZVPD

```
15
Properties=species:S:1:pos:R:3:mulliken_charge:R:1
Ag -1.258 -3.518 0.871 0.53
Br -1.974 -1.590 1.203 -0.04
C 0.594 0.703 1.514 -1.32
C 0.656 0.129 0.087 0.38
C -0.700 -0.234 -0.597 0.25
O -0.450 0.101 -1.967 -0.32
C 0.536 0.997 -2.037 0.57
O 0.904 1.597 -3.065 -0.51
O 1.029 1.173 -0.796 -0.33
H -0.336 1.266 1.593 0.35
H 1.508 1.287 1.616 0.41
H 0.515 -0.178 2.152 0.38
H 1.406 -0.647 -0.064 0.41
H -1.588 0.205 -0.142 0.44
H -0.843 -1.290 -0.369 -0.19
```

Results
Charge: +1
Expectation value of S²: 0.754
2S+1: 2
Gap between HOMO and LUMO (spin up / spin down): 7.9 / 4.8 eV
LUMO energy (spin up / spin down): -6.20 / -9.13 eV
HOMO level (spin up / spin down): -14.1 / -13.9 eV

H4N2O3Si | ωB97M-V/def2-TZVPD

```
10
Properties=species:S:1:pos:R:3:mulliken_charge:R:1
N 0.267 -1.329 0.871 -0.43
N -2.188 0.129 0.154 1.00
O -2.704 -0.965 -0.072 -0.59
O -2.729 1.211 0.337 -0.57
O 0.106 1.430 0.997 -0.34
Si -0.468 0.102 0.348 0.02
H 1.229 -1.463 0.608 0.27
H -0.175 -2.194 0.568 0.29
H 0.296 2.300 1.392 0.39
H 0.416 1.283 -2.719 -0.03
```

Results
Gap between HOMO and LUMO (spin up / spin down): 10.1 / 6.5 eV
LUMO energy (spin up / spin down): -0.63 / -0.82 eV
HOMO level (spin up / spin down): -10.7 / -7.3 eV

C3H7N3O2 | ωB97M-V/def2-TZVPD

```
15
Properties=species:S:1:pos:R:3:mulliken_charge:R:1
N 0.172 1.281 -0.510 -0.24
C -1.228 0.806 -0.417 0.59
C 0.880 0.236 -0.062 0.30
N 2.105 -0.099 -0.514 -0.40
N 0.125 -1.979 0.646 -0.64
C -0.011 -0.570 0.683 -0.40
O -1.905 1.660 0.442 -0.50
O -1.817 0.251 -1.338 -0.67
H -2.831 1.600 0.158 0.35
H 0.441 2.255 -0.418 0.26
H 2.502 -0.936 -0.113 0.25
H 2.516 0.422 -1.275 0.23
H -0.414 -2.440 1.368 0.25
H -0.162 -2.331 -0.266 0.24
H -0.372 -0.154 1.617 0.39
```

Results
Gap between HOMO and LUMO: 7.8 eV
LUMO energy: 0.79 eV
HOMO level: -7.1 eV
Structure (SMILES): N/C=C(\N)NC(=O)O

C6H9N | ωB97M-V/def2-TZVPD

```
16
Properties=species:S:1:pos:R:3:mulliken_charge:R:1
C -1.609 -1.625 2.423 -1.03
C -1.246 -1.338 1.039 0.40
C -0.983 -0.725 0.036 -0.22
C -0.591 0.439 -0.759 -0.54
C 0.901 0.678 -0.682 -0.06
C 1.757 0.592 -1.880 -0.44
N 1.354 1.892 -1.341 -0.55
H -1.837 -2.666 2.657 0.30
H -2.481 -1.003 2.653 0.26
H -0.787 -1.281 3.061 0.25
H -1.094 1.280 -0.268 0.20
H -0.928 0.428 -1.798 0.32
H 1.349 0.407 0.275 0.40
H 1.292 0.334 -2.828 0.20
H 2.788 0.267 -1.766 0.26
H 2.115 2.320 -0.822 0.24
```

Results
Gap between HOMO and LUMO: 10.3 eV
LUMO energy: 1.02 eV
HOMO level: -9.3 eV
Structure (SMILES): CC#CC[C@H]1CN1

C7H8N4O2S2 | ωB97M-V/def2-TZVPD

```
23
Properties=species:S:1:pos:R:3:mulliken_charge:R:1
C -0.553 -0.696 -1.554 0.00
C -0.613 2.153 0.803 0.02
C -2.117 0.623 -0.305 -0.14
C 3.377 -0.482 0.148 0.54
C -2.535 -0.683 -0.171 0.19
C 0.990 0.343 0.171 0.66
C 2.268 0.282 0.931 -0.67
N 0.609 -0.582 -0.674 -0.63
N -1.613 -1.481 -0.976 -0.33
N -1.925 1.778 0.509 -0.26
N 0.509 1.605 0.566 -0.38
O 4.534 -0.197 0.249 -0.61
O 3.069 -1.408 -0.682 -0.55
S -1.279 0.952 -1.906 -0.22
S -3.516 -1.365 1.110 -0.23
H -0.079 -1.309 -2.327 0.50
H -0.433 3.160 1.304 0.35
H 2.029 -0.180 1.914 0.26
H 2.720 1.238 1.125 0.30
H -2.001 -2.402 -1.172 0.23
H -2.646 2.454 0.365 0.29
H 2.003 -1.318 -0.712 0.54
H -2.799 -2.484 1.281 0.15
```

Results
Gap between HOMO and LUMO: 8.4 eV
LUMO energy: -0.15 eV
HOMO level: -8.5 eV
Structure (SMILES): O=C(O)CC1=N/[C@H]2NC(S)=C(N/C=N\1)S2

Total energy, respectively: -33233.484; -206775.198; -84417.662; -17060.052; -11788.347; -7854.919; -39111.406 eV.
Molecular weight, respectively: 368.44; 893.69; 289.86; 108.13; 117.11; 95.14; 244.30 g/mol.
Strongest force on any atom, respectively: 0.0194; 0.0263; 0.1471; 0.0675; 0.0361; 0.0138; 0.0803 hartree/bohr.